The following is a quantum chemistry calculation of one molecule with the formula HN3O2 in a non-equilibrium geometry, from the OMol25 dataset.

Properties
SMILES: [H]/N=N/[N+](=O)[O-]
Kohn-Sham gap (alpha / beta), eV: 9.5 / 9.5
Multiplicity: 1
HOMO (alpha / beta), Eh: -0.3885 / -0.3884
M, g mol⁻¹: 75.03

```
6
Properties=species:S:1:pos:R:3:nbo_charge:R:1
O 1.64 0.97 -0.05 -0.27
O 1.41 -1.35 -0.12 -0.44
N -0.36 0.01 -0.24 0.02
N -1.33 0.22 0.47 -0.24
H -2.33 0.17 -0.03 0.37
N 0.97 -0.02 -0.04 0.55
```


The following is a quantum chemistry calculation of C29H35BeN5O2 as an isolated structure in a non-equilibrium geometry, from the OMol25 dataset.

Properties
Charge: +1
Kohn-Sham gap (alpha / beta), eV: 6.5 / 4.1
Multiplicity: 2
HOMO (alpha / beta), Eh: -0.3473 / -0.3473
<S²>: 0.75
M, g mol⁻¹: 494.64

```
72
Properties=species:S:1:pos:R:3:mulliken_spin:R:1
C -20.14 22.64 -2.88 0.00
C -21.87 20.65 0.04 0.00
C -27.24 24.38 -4.54 0.00
C -25.26 25.27 -5.71 0.00
H -23.89 15.11 -2.84 0.00
C -23.86 21.11 1.17 0.00
H -28.82 20.38 -1.55 0.00
H -24.53 27.56 0.29 0.00
N -25.03 23.63 -3.89 0.00
C -28.62 21.13 -0.79 0.02
C -21.37 20.00 1.20 0.00
N -23.83 23.77 -0.84 0.00
H -25.94 23.69 -0.72 -0.02
H -26.82 23.05 -2.86 -0.01
C -22.98 26.04 -0.17 0.00
H -22.65 21.34 -5.65 0.00
H -25.57 16.26 -1.59 0.00
C -24.70 16.79 -1.94 0.00
H -23.99 20.24 3.29 0.00
C -23.67 21.07 -5.88 0.00
C -25.32 25.59 -0.14 0.00
H -28.31 24.35 -4.38 0.00
Be -23.78 21.67 -2.38 0.04
H -21.82 24.30 -0.62 0.00
H -17.97 22.65 -2.68 0.00
H -28.78 22.08 -1.31 0.00
C -23.49 20.42 2.35 0.00
N -23.69 19.05 -2.30 0.00
N -23.10 21.19 -0.01 0.00
H -21.88 19.29 3.17 0.00
H -29.39 21.05 -0.03 0.00
H -25.83 19.91 -8.28 0.00
H -24.79 26.03 -6.32 0.00
C -25.38 20.23 -7.35 0.00
C -22.83 24.67 -0.53 0.00
O -21.32 22.03 -3.28 0.00
H -27.18 19.60 -6.35 0.00
H -20.35 19.65 1.19 0.00
C -23.72 16.16 -2.69 0.00
C -24.06 20.68 -7.18 0.00
C -25.74 20.47 -5.04 0.00
H -20.00 23.49 -3.55 0.00
H -21.90 18.97 -3.34 0.00
C -26.22 20.09 -6.24 0.00
C -24.50 24.42 -4.92 0.00
H -27.23 25.91 -6.10 0.00
H -20.20 23.02 -1.86 0.00
C -22.76 17.01 -3.31 0.00
H -26.32 25.98 -0.03 0.00
C -22.19 19.89 2.33 0.00
C -27.13 21.03 -0.28 -0.01
H -25.37 18.76 -1.20 0.01
H -27.08 20.20 0.42 0.02
H -21.23 20.72 -0.83 0.00
C -26.42 23.61 -3.69 0.00
H -21.94 16.70 -3.94 0.00
H -24.75 21.71 1.21 0.00
H -23.44 24.45 -5.11 0.00
C -24.28 26.56 -0.03 0.00
H -18.49 21.65 -3.97 0.00
H -22.07 26.60 -0.02 0.00
H -23.31 20.69 -7.96 0.00
H -18.74 21.04 -2.34 0.00
C -24.61 18.21 -1.73 0.00
O -26.09 21.18 -1.23 0.84
C -26.66 25.20 -5.51 0.00
C -18.75 21.94 -2.95 0.00
N -24.47 20.93 -4.75 0.00
H -27.04 21.88 0.39 0.09
C -25.05 24.28 -0.54 0.03
C -22.75 18.39 -3.03 0.00
H -26.33 20.31 -4.15 0.00
```


The following is a quantum chemistry calculation of C14H19BrOPd as an isolated structure in a non-equilibrium geometry, from the OMol25 dataset.

Properties
Charge: -2
Kohn-Sham gap (alpha / beta), eV: 4.9 / 4.9
Multiplicity: 3
HOMO (alpha / beta), Eh: 0.0148 / 0.0147
<S²>: 2.01
M, g mol⁻¹: 389.63

```
36
Properties=species:S:1:pos:R:3:mulliken_spin:R:1
H 2.92 1.66 0.04 0.00
H 3.85 -0.48 -1.33 0.00
C -0.13 0.23 2.19 0.00
C -0.59 1.47 2.98 0.01
C -3.06 -1.79 -0.92 0.14
H -0.52 1.25 4.05 0.00
H -0.94 -1.09 3.75 0.01
C -0.95 -0.96 2.67 0.07
H 1.28 3.07 -1.60 0.00
H -0.56 -1.86 2.18 -0.03
C -2.07 0.10 -1.86 0.17
C 2.61 0.32 -3.03 0.00
H 0.00 2.36 2.72 0.00
H -1.89 1.14 -2.05 0.00
C -1.32 -1.06 -2.29 0.15
H -1.55 -3.24 -1.73 0.00
C 1.34 0.00 2.58 0.01
C 2.75 1.46 -1.02 0.00
C 3.24 0.32 -1.74 0.00
C -3.13 -0.37 -1.01 0.12
H 2.80 -0.39 -3.85 0.00
H -0.43 -1.05 -2.90 0.03
H -1.63 1.70 2.71 0.00
C 1.89 2.21 -1.89 0.00
C 1.79 1.49 -3.13 0.00
H -3.83 0.30 -0.49 -0.01
Br 1.16 -2.46 0.04 0.11
O -0.33 0.44 0.84 0.08
H 1.76 -0.83 1.99 0.00
Pd -1.37 -0.95 -0.28 1.07
H 1.37 -0.20 3.66 0.00
H -3.68 -2.47 -0.31 0.02
H -1.97 -0.76 2.31 -0.03
C -1.89 -2.22 -1.68 0.08
H 1.16 1.76 -3.97 0.00
H 1.92 0.90 2.37 0.00
```


The following is a quantum chemistry calculation of C22H32Ge2ORbS5 as an isolated structure in a non-equilibrium geometry, from the OMol25 dataset.

Properties
Charge: -1
Kohn-Sham gap, eV: 5.8
Multiplicity: 1
HOMO, Eh: -0.1465
M, g mol⁻¹: 703.52

```
63
Properties=species:S:1:pos:R:3:nbo_charge:R:1
C -2.47 1.30 0.93 -0.35
O 0.50 -3.27 -1.86 -0.60
H 4.57 0.33 2.67 0.18
H 3.55 1.63 -1.38 0.18
C 2.91 0.84 4.63 0.04
Rb 0.37 -0.66 -1.17 0.88
H -1.16 0.30 6.26 0.20
C 3.72 0.02 5.42 -0.25
C -0.63 0.84 4.24 -0.82
H -0.81 -5.29 -0.85 0.24
C -0.45 0.00 5.49 -0.61
C 3.54 0.23 2.33 -0.51
C 3.51 1.55 7.26 -0.24
H 0.56 0.13 5.89 0.21
C 2.72 2.38 6.48 -0.21
S -4.07 2.08 0.97 0.44
H 3.74 1.82 8.28 0.20
H 4.64 -0.27 7.33 0.20
H 6.39 -0.15 1.30 0.20
C 0.18 -1.63 2.41 -0.80
C -3.55 3.69 1.34 -0.56
H 2.46 -3.94 0.47 0.25
C 2.42 2.02 5.18 -0.23
H 4.80 -2.10 -0.40 0.18
Ge 3.18 -0.20 0.41 0.53
H 0.02 -1.78 1.34 0.20
C -1.44 2.14 1.24 -0.50
S -2.37 -0.33 0.55 -0.43
C 2.60 0.47 3.24 -0.52
H 2.92 -3.28 -1.11 0.25
H -0.44 -4.35 0.58 0.26
H -0.77 -1.80 2.92 0.22
H 2.20 -2.36 2.47 0.22
H 5.66 -1.64 1.91 0.19
H 6.94 -1.71 0.69 0.18
C 5.00 -1.08 -0.06 -0.79
H 4.11 -0.90 5.01 0.21
S 0.26 1.76 1.07 -0.16
H 4.98 2.40 1.21 0.20
C 4.91 2.32 0.13 -0.61
C 0.01 -4.93 -0.23 -0.73
H 1.82 2.68 4.57 0.22
Ge 0.66 0.32 2.78 1.44
H -0.59 -1.05 5.28 0.20
C 2.36 -4.07 -0.61 -0.73
S -4.58 4.97 1.46 -0.15
C 4.01 0.37 6.72 -0.20
C 0.92 -4.01 -1.00 0.63
C 6.06 -1.15 1.03 -0.61
H 2.78 -5.04 -0.88 0.23
H -1.64 0.70 3.85 0.23
H 0.97 -3.62 2.69 0.18
H 5.00 3.33 -0.29 0.18
S -1.84 3.82 1.59 0.45
H 5.42 -0.56 -0.92 0.19
C 1.24 -2.59 2.92 -0.63
H -0.53 1.90 4.48 0.22
H 1.35 -2.50 4.00 0.20
H 5.75 1.73 -0.24 0.19
C 3.59 1.68 -0.28 -0.79
H 2.34 3.30 6.89 0.21
H 0.55 -5.76 0.21 0.22
H 2.77 2.32 0.04 0.21
```


The following is a quantum chemistry calculation of C25H37DyN5P2 as an isolated structure in a non-equilibrium geometry, from the OMol25 dataset.

Properties
Charge: +1
Kohn-Sham gap (alpha / beta), eV: 6.5 / 6.3
Multiplicity: 6
HOMO (alpha / beta), Eh: -0.3553 / -0.3489
<S²>: 9.58
M, g mol⁻¹: 632.05

```
70
Properties=species:S:1:pos:R:3:mulliken_spin:R:1
H 2.38 -2.28 0.04 -0.01
H -2.09 3.19 -1.02 0.01
C 2.42 0.34 -3.08 0.03
H -2.10 -1.08 2.59 0.01
H 0.66 -1.92 4.83 0.00
H -3.57 0.93 -2.93 0.00
N 0.22 -0.11 -3.96 0.02
C 0.97 0.19 3.27 0.07
C -1.55 1.55 -3.49 0.01
H -3.54 -0.19 0.80 0.00
H -0.06 -1.00 6.23 0.00
C 1.53 -1.96 -3.00 0.02
H 1.26 1.17 -0.33 0.22
H -3.75 2.53 -0.96 0.00
C 0.46 3.48 -3.45 0.01
C -2.02 0.09 4.93 0.00
H -0.96 -4.05 -0.22 0.00
H 1.47 1.13 2.94 -0.02
C -1.31 -3.02 -0.22 0.00
H -1.69 -2.75 0.77 0.00
C 1.36 -0.60 -3.44 -0.02
H -2.08 0.09 6.03 0.00
H 1.23 -2.79 1.30 -0.01
P -2.09 0.74 -0.91 -0.01
H 2.10 0.21 0.43 0.37
C -2.51 0.64 -2.76 -0.02
H -1.04 4.87 -4.13 0.00
H 0.54 -3.77 -2.29 0.00
N -0.45 0.10 2.63 -0.23
C 0.01 1.37 5.14 -0.01
C -3.53 -0.23 -0.30 0.00
H -0.69 2.27 2.73 0.05
Dy 0.26 0.91 0.94 4.57
C -0.81 3.84 -3.83 0.01
H -2.87 3.17 -4.03 0.00
H -2.74 2.59 0.53 0.01
N -1.26 -1.11 4.50 0.00
C -1.84 2.88 -3.82 -0.02
H 1.51 -3.83 -0.14 0.00
C -1.21 1.34 3.06 0.01
H -0.13 1.33 6.23 0.00
H -0.54 -1.94 2.73 0.01
H -4.46 0.22 -0.68 0.00
C 2.84 -2.46 -3.03 -0.02
H 1.24 4.23 -3.28 0.00
P 0.09 -1.90 -0.67 -0.03
C 1.44 -2.80 0.22 0.02
H 0.53 2.29 4.84 0.00
C 3.69 -0.21 -2.89 -0.02
C -2.73 2.43 -0.56 -0.01
H -2.33 -0.39 -3.08 0.00
H 3.01 -3.55 -3.03 0.00
N -1.35 1.37 4.53 -0.01
C 0.08 -1.03 5.13 0.00
C 0.85 2.12 -3.38 0.02
H 4.52 0.48 -2.73 0.00
H 4.94 -1.96 -3.09 0.00
H 2.77 2.35 -2.44 0.00
H -0.53 -2.46 -2.97 0.00
N 0.83 0.20 4.75 0.00
C -0.18 1.15 -3.69 0.00
H -3.02 0.07 4.47 0.00
C 3.93 -1.56 -3.02 0.02
H 1.53 -0.69 2.95 -0.01
C 2.18 1.71 -3.21 -0.02
C -1.12 -1.08 3.05 0.02
H -3.47 -1.27 -0.62 0.00
H -2.20 1.28 2.59 -0.01
C 0.36 -2.68 -2.37 -0.01
H -2.11 -2.91 -0.96 0.00
```


The following is a quantum chemistry calculation of C23H29CeN5O3Si as an isolated structure in a non-equilibrium geometry, from the OMol25 dataset.

Properties
Charge: +2
Kohn-Sham gap (alpha / beta), eV: 5.6 / 5.5
Multiplicity: 1
HOMO (alpha / beta), Eh: -0.5272 / -0.5272
M, g mol⁻¹: 591.72

```
62
Properties=species:S:1:pos:R:3:mulliken_charge:R:1
H -4.76 -0.11 0.73 0.38
H 1.45 -0.66 3.10 0.38
H 0.94 0.39 1.79 0.02
C -0.33 6.53 4.68 -0.07
O -1.56 -2.71 -2.85 -0.59
Si 1.88 -1.73 0.88 0.07
H -4.37 -2.24 2.53 0.53
C 0.35 -2.14 -4.23 0.89
H -3.94 -0.48 -0.80 0.23
H 1.47 -2.26 -6.05 0.41
H 2.75 -4.07 1.04 0.36
C 2.80 -1.16 -0.69 -0.64
C -2.28 -2.79 2.73 -0.55
C -3.18 -1.57 0.89 0.71
H 1.56 1.55 -2.24 0.55
H -1.78 4.35 4.23 0.44
C 0.03 3.90 1.42 1.77
C 0.74 5.88 2.57 -1.08
C -0.21 5.64 3.56 0.39
N 0.28 -1.98 0.22 0.17
O -1.47 -0.69 -3.69 -0.54
H 3.81 -2.91 1.83 0.37
C 0.99 -3.32 -3.49 -1.12
H -0.17 -3.21 2.63 0.49
H 2.10 -0.92 -1.50 -0.05
H 2.04 -3.39 -3.77 0.43
C 2.77 -3.18 1.67 -1.16
H 1.38 6.75 2.64 0.47
H 1.59 5.23 0.74 0.34
Ce -0.72 -0.99 -1.61 0.70
N -0.26 1.35 -1.10 -0.16
H -5.09 -1.63 -0.10 0.41
H -2.43 -3.31 3.67 0.47
H -0.03 -3.21 -6.06 0.42
H 0.86 -0.25 -4.41 0.38
H -0.11 -1.46 -6.23 0.46
C -0.87 -2.10 0.93 0.04
H 3.40 -0.28 -0.49 0.45
C -1.03 -2.74 2.16 -0.56
C -3.38 -2.20 2.09 -0.62
C -1.07 -1.89 -3.67 1.05
C -4.30 -0.91 0.13 -1.39
H 3.47 -1.94 -1.06 0.34
C -1.04 4.53 3.47 -1.20
C -0.92 3.66 2.40 -0.21
H 2.11 3.54 -0.49 0.44
H 0.48 -4.24 -3.76 0.38
H 2.34 -3.45 2.64 0.38
N 0.17 2.99 0.32 0.44
H -1.56 2.79 2.37 0.31
C 1.24 2.91 -0.55 -0.24
H 2.66 0.26 2.20 0.44
N -1.95 -1.51 0.33 0.17
C 0.86 5.01 1.50 -0.44
C -0.70 2.04 -0.05 -0.42
H 0.91 -3.19 -2.40 0.15
N -0.43 7.23 5.59 -0.40
C 0.42 -2.27 -5.74 -1.62
C 1.72 -0.30 2.11 -0.76
H -1.66 1.88 0.41 0.36
O 1.05 -0.95 -3.77 -0.45
C 0.97 1.90 -1.41 -0.89
```


The following is a quantum chemistry calculation of one molecule with the formula C2H2N2OS in a non-equilibrium geometry, from the OMol25 dataset.

Properties
SMILES: N#CC(=S)NO
Kohn-Sham gap, eV: 8.9
Multiplicity: 1
HOMO, Eh: -0.3523
M, g mol⁻¹: 102.12

```
8
Properties=species:S:1:pos:R:3:nbo_charge:R:1
N -2.74 -0.21 -0.06 -0.23
S 0.78 1.45 -0.01 -0.12
N 0.33 -1.14 0.03 -0.20
H -0.21 -1.98 -0.03 0.41
C -1.60 -0.04 0.08 0.21
O 1.65 -1.44 -0.03 -0.51
C -0.18 0.09 0.03 -0.06
H 2.10 -0.54 0.07 0.50
```